P | Formula: CH8NO
Source: the OMol25 dataset
Level of theory: ωB97M-V/def2-TZVPD

Last column: Löwdin charge in e.
Geometry (Å):
1 C -0.41006 0.21449 1.17439  -0.03
2 N -0.28730 0.89689 -0.13940  0.12
3 H -1.25704 -0.47494 1.24870  0.12
4 H -0.79814 0.88816 1.95287  0.10
5 H 0.59396 -0.06396 1.46321  0.10
6 H -1.06561 1.50119 -0.40841  0.17
7 H 0.48570 1.55814 -0.28710  0.18
8 H -0.13318 0.10541 -0.80272  0.11
9 H 0.72779 -2.25389 -1.54815  0.08
10 H 1.39251 -0.93712 -1.59945  0.08
11 O 0.75136 -1.43437 -1.05395  -0.04

The net charge is +1. The lowest unoccupied orbital energy is -3.8 eV.


Q | Formula: CH8NO
Source: the OMol25 dataset
Level of theory: ωB97M-V/def2-TZVPD

Last column: Löwdin charge in e.
Geometry (Å):
1 C -0.26952 -1.35612 -0.48379  0.01
2 N -0.47023 0.02316 -1.04109  0.16
3 H -0.00244 -1.23767 0.56108  0.10
4 H -1.15879 -1.89994 -0.63196  0.09
5 H 0.52650 -1.89257 -0.97576  0.11
6 H -1.09701 0.03269 -1.84498  0.17
7 H 0.42594 0.46894 -1.25111  0.17
8 H -0.90411 0.64736 -0.35496  0.16
9 H 0.32027 1.65295 2.43800  0.05
10 H 1.69137 2.06661 1.86699  0.05
11 O 0.93802 1.49458 1.71758  -0.06

The net charge is +1. The lowest unoccupied orbital energy is -3.8 eV.


R | Formula: CH8NO
Source: the OMol25 dataset
Level of theory: ωB97M-V/def2-TZVPD

Last column: Löwdin charge in e.
Geometry (Å):
1 O -2.35359 0.90718 -0.44773  -0.05
2 H -3.14769 0.37072 -0.48201  0.05
3 H -0.05777 -0.04735 1.13063  0.17
4 H -2.76450 1.66980 0.00019  0.07
5 C 1.77044 -0.48935 0.08326  -0.02
6 N 0.32750 -0.25684 0.21221  0.14
7 H 2.21208 0.40259 -0.37458  0.11
8 H 2.02064 -1.20675 -0.70606  0.11
9 H 2.27041 -0.77340 1.00001  0.11
10 H -0.05589 0.49764 -0.36002  0.14
11 H -0.22163 -1.07425 -0.05591  0.17

The net charge is +1. The lowest unoccupied orbital energy is -3.7 eV.


It turns out Q is the most stable, with the second structure 9.6 kJ/mol higher.


P | Formula: C6H4OS
Source: the OMol25 dataset
Level of theory: ωB97M-V/def2-TZVPD

Last column: Löwdin charge in e.
Geometry (Å):
1 C -1.20567 2.46977 -0.38135  0.14
2 C -0.97964 1.36777 0.04441  -0.11
3 C -0.58612 0.05789 0.59064  -0.35
4 C -1.53513 -0.98743 0.10711  -0.08
5 C -2.34913 -1.83815 -0.19764  0.13
6 C 0.87736 -0.19949 0.37232  -0.84
7 O 1.50217 -0.10399 1.53786  0.04
8 S 1.59614 -0.32951 -1.08614  0.75
9 H -1.62457 3.42008 -0.62213  0.03
10 H -0.71592 0.17876 1.65319  0.14
11 H -2.99661 -2.60010 -0.58966  0.03
12 H 2.45145 -0.11677 1.42096  0.11

The SMILES is C#CC(C#C)C(O)=S. The lowest unoccupied orbital energy is 0.0 eV.


Q | Formula: C6H4OS
Source: the OMol25 dataset
Level of theory: ωB97M-V/def2-TZVPD

Last column: Löwdin charge in e.
Geometry (Å):
1 C -0.37750 -2.23902 0.87076  0.18
2 C 0.12436 -1.16095 0.58629  -0.13
3 C 0.46896 0.15989 0.23719  -0.35
4 C 0.93320 0.11886 -1.15869  -0.10
5 C 1.66137 0.00275 -2.15277  0.12
6 C -0.82444 0.98199 0.46825  -0.77
7 O -0.64229 1.81812 1.44303  0.02
8 S -2.17610 1.04423 -0.59776  0.64
9 H -0.77698 -3.17473 1.00922  0.01
10 H 1.14987 0.47765 0.96478  0.13
11 H 1.97825 -0.41169 -3.17260  0.07
12 H -1.51871 2.38291 1.50230  0.17

The SMILES is C#CC(C#C)C(O)=S. The lowest unoccupied orbital energy is 0.0 eV.


It turns out P is the most stable, with the second structure 83.5 kJ/mol higher.


P | Formula: CH5FN2
Source: the OMol25 dataset
Level of theory: ωB97M-V/def2-TZVPD

Last column: Löwdin charge in e.
Geometry (Å):
1 C -1.03762 -0.28094 0.03024  -0.06
2 N 0.14204 0.59802 -0.27990  -0.15
3 N 1.34054 0.57763 0.32230  0.03
4 F 2.26808 -0.60898 -0.27729  -0.28
5 H -0.97213 -1.29738 -0.40457  0.09
6 H -1.21937 -0.14769 1.18602  0.13
7 H -1.80521 0.13456 -0.46013  0.02
8 H 0.14991 1.01979 -1.24114  0.15
9 H 1.13373 0.00499 1.12448  0.09

The lowest unoccupied orbital energy is 0.9 eV.


Q | Formula: CH5FN2
Source: the OMol25 dataset
Level of theory: ωB97M-V/def2-TZVPD

Last column: Löwdin charge in e.
Geometry (Å):
1 C 0.01150 -0.03033 1.15328  -0.25
2 N -1.12763 0.04752 0.34042  0.00
3 N 0.34073 -0.14383 -1.69414  0.14
4 F 1.27690 0.65259 -1.15062  -0.12
5 H 0.81452 -0.57102 0.60545  0.07
6 H 0.20421 1.04001 1.28495  0.07
7 H -0.14694 -0.53882 2.05836  0.06
8 H -1.42967 -0.80710 -0.14225  0.03
9 H 0.05638 0.35099 -2.45545  0.01

The lowest unoccupied orbital energy (alpha / beta) is -0.5 / 0.1 eV.


It turns out P is the most stable, with the second structure 266.9 kJ/mol higher.


P | Formula: C5H11N
Source: the OMol25 dataset
Level of theory: ωB97M-V/def2-TZVPD

Last column: Löwdin charge in e.
Geometry (Å):
1 C -1.54003 0.05445 -0.29508  -0.57
2 C -0.35616 0.94783 -0.00192  -0.28
3 C 0.96121 0.17700 0.14591  -0.42
4 C 1.42520 -0.28229 1.34131  -0.01
5 C 1.60788 -0.16447 -1.16675  -0.22
6 N -1.94743 -0.48488 1.11658  -0.05
7 H -1.22081 -0.67476 -1.09246  0.05
8 H -2.36546 0.70060 -0.61514  0.04
9 H -0.69697 1.58468 0.84503  0.10
10 H -0.27118 1.68801 -0.89339  0.08
11 H 2.45758 -0.70010 1.32182  0.04
12 H 0.85220 -0.22015 2.23174  0.03
13 H 1.67547 0.74833 -1.79190  0.04
14 H 2.68100 -0.60842 -0.88982  0.09
15 H 0.98612 -0.93843 -1.67662  0.03
16 H -2.93289 -0.69238 1.01105  -0.02
17 H -1.31575 -1.13501 0.40964  0.06

The net charge is -1. The lowest unoccupied orbital energy (alpha / beta) is 4.2 / 4.1 eV. Its multiplicity is 2.


Q | Formula: C5H11N
Source: the OMol25 dataset
Level of theory: ωB97M-V/def2-TZVPD

Last column: Löwdin charge in e.
Geometry (Å):
1 C 1.80093 1.00163 0.62277  -0.16
2 C 1.35043 0.07695 -0.51636  -0.36
3 C 0.61663 -1.12971 -0.03503  -0.31
4 C -0.88248 -0.96279 0.11097  -0.31
5 C -1.63198 0.14270 0.22880  -0.34
6 N -3.04122 0.01469 0.05648  -0.13
7 H 2.23272 1.87147 0.11335  0.04
8 H 2.62835 0.83577 1.34713  0.06
9 H 0.88405 1.30467 1.16284  0.06
10 H 0.43449 0.67109 -0.95483  -0.07
11 H 2.23339 -0.16770 -1.16966  0.11
12 H 0.77279 -1.77528 -0.89791  0.08
13 H 0.96512 -1.63299 0.90397  0.10
14 H -1.44611 -1.90022 -0.08417  0.06
15 H 0.11379 1.28773 -1.64766  0.10
16 H -3.50105 -0.53898 0.84770  0.06
17 H -3.52987 0.90098 -0.08836  0.02

The net charge is -1. The lowest unoccupied orbital energy (alpha / beta) is 4.4 / 4.2 eV. Its multiplicity is 2.


It turns out P is the most stable, with the second structure 120.5 kJ/mol higher.


P | Formula: C3H10NS
Source: the OMol25 dataset
Level of theory: ωB97M-V/def2-TZVPD

Last column: Löwdin charge in e.
Geometry (Å):
1 C -2.23360 1.19235 0.88436  -0.78
2 S -1.26762 1.37702 -0.64740  0.03
3 H -3.01370 0.35842 0.82104  -0.01
4 H -2.80685 2.10050 1.28867  0.00
5 H -1.54719 0.80640 1.66386  -0.03
6 C 2.30527 -1.08953 1.11004  -0.20
7 N 1.87249 -0.85872 -0.27547  -0.19
8 C 0.71708 -1.78497 -0.82953  -0.13
9 H 3.15482 -1.75053 1.17677  0.03
10 H 1.45950 -1.61284 1.68558  0.07
11 H 2.64037 -0.10738 1.63016  0.09
12 H 1.33615 0.01219 -0.36864  0.01
13 H 0.82580 -2.06509 -1.93821  0.08
14 H 0.67268 -2.41183 0.00374  0.00
15 H -0.27958 -1.25814 -0.66554  0.02

The net charge is -1. The lowest unoccupied orbital energy is 4.0 eV.


Q | Formula: C3H10NS
Source: the OMol25 dataset
Level of theory: ωB97M-V/def2-TZVPD

Last column: Löwdin charge in e.
Geometry (Å):
1 C 1.42276 -2.37009 1.71233  -0.24
2 N 1.79637 -1.06134 1.20588  -0.12
3 H 0.76429 -2.87501 0.98603  0.06
4 H 2.31857 -2.99798 1.82216  0.04
5 H 0.91932 -2.26891 2.68026  0.06
6 H 1.34492 -0.77522 0.34255  -0.06
7 H 1.39745 -0.33285 1.79076  0.02
8 C -0.75148 1.99539 -1.76341  -0.26
9 C -1.78906 1.23417 -0.93800  -0.80
10 S -1.06192 -0.29703 -0.13805  0.13
11 H -1.32936 2.51556 -2.54662  0.04
12 H -0.28556 2.73718 -1.09116  0.05
13 H 0.04362 1.45979 -2.28315  0.04
14 H -2.10564 1.97236 -0.21883  0.01
15 H -2.68429 1.06398 -1.56076  0.03

The net charge is -1. The lowest unoccupied orbital energy is 4.3 eV.


R | Formula: C3H10NS
Source: the OMol25 dataset
Level of theory: ωB97M-V/def2-TZVPD

Last column: Löwdin charge in e.
Geometry (Å):
1 C -2.23863 -1.43389 0.33667  -0.73
2 S -3.02837 0.14841 -0.10454  0.03
3 H -2.13267 -1.54967 1.42384  -0.02
4 H -2.81454 -2.30147 0.01561  -0.03
5 H -1.24379 -1.51801 -0.11291  -0.04
6 C 2.23748 0.96669 0.17562  -0.13
7 C 0.76552 0.53789 0.18240  -0.40
8 N 0.17247 0.67361 -1.10751  -0.04
9 H 2.33005 2.04995 0.14588  0.05
10 H 2.73345 0.60863 1.08396  0.06
11 H 2.68555 0.58331 -0.73424  0.05
12 H 0.74104 -0.48056 0.59454  0.08
13 H 0.19423 1.12621 0.90706  0.10
14 H 0.44318 -0.06214 -1.75496  0.06
15 H -0.84497 0.65105 -1.05142  -0.06

The net charge is -1. The lowest unoccupied orbital energy is 3.9 eV.


S | Formula: C3H10NS
Source: the OMol25 dataset
Level of theory: ωB97M-V/def2-TZVPD

Last column: Löwdin charge in e.
Geometry (Å):
1 N 1.39639 3.70789 0.15085  -0.02
2 H 0.86203 3.83736 0.99838  -0.02
3 H 1.12199 2.82040 -0.27686  -0.13
4 H 2.38274 3.69194 0.35907  -0.02
5 C -1.66497 -1.83337 -0.38232  -0.17
6 C -0.18303 -1.82437 -0.03853  -0.40
7 C 0.34532 -0.41462 0.23297  -0.77
8 S 0.37725 0.66036 -1.24867  0.17
9 H -2.26560 -1.58501 0.49195  0.06
10 H -1.98299 -2.81540 -0.72954  0.05
11 H -1.84575 -1.08987 -1.16457  0.03
12 H -0.00354 -2.46507 0.83374  0.08
13 H 0.38167 -2.23428 -0.88648  0.08
14 H 1.35459 -0.49610 0.64500  0.03
15 H -0.27608 0.04014 1.01503  0.03

The net charge is -1. The lowest unoccupied orbital energy is 4.4 eV.


It turns out S is the most stable, with the second structure 42.7 kJ/mol higher.


P | Formula: C5H8BN
Source: the OMol25 dataset
Level of theory: ωB97M-V/def2-TZVPD

Last column: Löwdin charge in e.
Geometry (Å):
1 B -2.46098 -0.00002 -0.00055  -0.08
2 N -1.06379 -0.00017 0.00149  -0.09
3 C -0.31089 -1.17967 0.00156  -0.10
4 C 1.01494 -1.22498 0.00095  -0.08
5 C 1.87681 0.00024 -0.00034  -0.19
6 C 1.01455 1.22519 0.00023  -0.08
7 C -0.31124 1.17946 0.00197  -0.10
8 H -3.02817 -1.02322 -0.00267  0.03
9 H -3.03079 1.02255 -0.00574  0.03
10 H -0.90411 -2.08153 0.00096  0.11
11 H 1.51799 -2.17993 -0.00024  0.10
12 H 2.53759 0.00041 0.87742  0.11
13 H 2.53576 0.00028 -0.87947  0.11
14 H 1.51718 2.18033 0.00053  0.10
15 H -0.90486 2.08106 0.00390  0.11

The SMILES is BN1C=CCC=C1. The lowest unoccupied orbital energy is 0.9 eV.


Q | Formula: C5H8BN
Source: the OMol25 dataset
Level of theory: ωB97M-V/def2-TZVPD

Last column: Löwdin charge in e.
Geometry (Å):
1 B 1.80920 0.62496 0.67712  0.02
2 C 0.74098 0.89452 -0.43078  -0.20
3 C -0.75505 0.98681 -0.49573  -0.18
4 N -1.47979 0.66429 0.79728  0.08
5 C -1.16719 -0.44090 -0.14210  -0.25
6 C 0.01036 -1.26329 0.33745  -0.11
7 C 1.29012 -0.50722 -0.21303  -0.18
8 H 2.10510 1.03336 1.70209  0.04
9 H 1.17819 1.15176 -1.38191  0.12
10 H -1.32321 1.53440 -1.21072  0.13
11 H -2.38343 1.01407 0.63984  0.06
12 H -1.92614 -0.91571 -0.69836  0.12
13 H -0.02413 -2.27011 0.06251  0.08
14 H -0.02128 -1.46953 1.38138  0.10
15 H 1.94626 -1.03741 -1.02505  0.15

The SMILES is B1[C@@H]2[C@@H]3N[C@@H]3C[C@H]12. The lowest unoccupied orbital energy is 0.4 eV.


It turns out P is the most stable, with the second structure 369.3 kJ/mol higher.